[1]
Molecular formula: H4NP
Method: DFT, wB97M-V/def2-TZVPD

```
! RIJCOSX wB97M-V def2-TZVPD def2/J DEFGRID3
* xyz 0 1
H 0.55308 -0.00464 0.31164
N -0.34190 -0.49942 0.39227
P -0.74749 -1.35534 -0.83622
H -1.97227 -1.73892 -0.32728
H 1.27235 1.89215 -0.14063
H 1.23622 1.70618 0.60022
*
```

DFT total energy	-10841.458	eV
M	49.01	g/mol
relative energy (zero: lowest compared OMol25 entry of this formula, charge and spin)	38.6	kcal/mol
frontier orbital gap	9.093	eV


[2]
Molecular formula: C14H17HgIN2O2
Method: DFT, wB97M-V/def2-TZVPD

```
! RIJCOSX wB97M-V def2-TZVPD def2/J DEFGRID3
* xyz 0 1
C 2.11714 3.00371 1.26586
C 3.05347 1.84228 0.59397
H 1.65282 3.70992 0.57208
H 2.87791 3.63044 1.75552
H 1.52078 2.68537 2.12611
H 2.79339 1.26070 -0.30787
H 3.90423 2.41762 0.20784
H 3.41783 1.18433 1.38573
C -2.68735 1.48897 -0.33659
C -3.91581 1.35072 -0.99635
C -4.06319 0.31877 -1.92787
C -2.97679 -0.52634 -2.15181
H -2.50033 2.31944 0.34036
H -4.71195 2.05777 -0.77141
H -4.99364 0.17350 -2.46934
H -3.00458 -1.33387 -2.88402
N -1.66183 0.65629 -0.53243
C -1.79299 -0.34448 -1.41523
C -0.63364 -1.25653 -1.54806
N 0.55101 -0.80549 -1.10444
C 1.58578 -1.64940 -1.01951
C 0.30062 -3.43972 -1.99293
C 1.50151 -2.97921 -1.44808
H 2.50227 -1.25261 -0.58461
H 2.37519 -3.61787 -1.34530
C -0.78306 -2.56238 -2.04470
H -1.75724 -2.85745 -2.43173
H 0.19879 -4.45811 -2.35868
Hg 0.85246 1.45674 0.19901
I 0.10308 3.21960 -1.87260
C 0.48223 -1.31253 3.69588
C 0.76326 -0.12415 2.81845
O 1.32300 0.88544 3.28283
O 0.36862 -0.29847 1.58844
H 0.75129 -1.09281 4.72662
H 1.06211 -2.17308 3.34843
H -0.57637 -1.57712 3.63644
*
```

DFT total energy	-34143.760	eV
M	572.80	g/mol
relative energy (zero: lowest compared OMol25 entry of this formula, charge and spin)	39.8	kcal/mol
frontier orbital gap	8.337	eV


[3]
Molecular formula: C4H10Br2N2O4
Method: DFT, wB97M-V/def2-TZVPD

```
! RIJCOSX wB97M-V def2-TZVPD def2/J DEFGRID3
* xyz 0 1
C 2.33268 -0.20128 -1.77954
N 2.00106 -1.51295 -1.14842
O 1.35585 -2.29132 -1.82600
O 2.39822 -1.72198 -0.02372
H 3.39018 -0.06412 -1.61173
H 1.84101 0.62889 -1.32347
H 2.00545 -0.27273 -2.80996
C 0.69700 0.80693 2.55337
N 0.02697 1.52577 1.48763
O -0.88688 2.17013 1.83346
O 0.42181 1.51768 0.35459
H -0.04196 0.12621 3.09891
H 1.04636 1.51541 3.29180
H 1.49644 0.21007 2.16121
Br -1.13565 -1.69362 0.93654
C -1.92178 -0.98205 -0.61851
C -2.57833 0.35243 -0.41390
Br -3.15101 1.28514 -1.97928
H -2.66667 -1.73769 -0.98815
H -1.20945 -0.94993 -1.43927
H -1.94586 1.05215 0.09915
H -3.47543 0.23685 0.14532
*
```

DFT total energy	-155559.535	eV
M	309.94	g/mol
relative energy (zero: lowest compared OMol25 entry of this formula, charge and spin)	6.5	kcal/mol
frontier orbital gap	10.382	eV


[4]
Molecular formula: C4HNO2
Method: DFT, wB97M-V/def2-TZVPD

```
! RIJCOSX wB97M-V def2-TZVPD def2/J DEFGRID3
* xyz 0 1
C 0.30032 1.08774 0.84447
C -1.40643 1.19892 -0.53300
C -0.58912 -0.97745 -0.97027
C 0.52465 -1.34772 -0.33286
N 0.87984 0.05520 0.67834
O -1.14910 0.13634 -0.84675
O 1.27885 -2.24308 -0.15460
H 0.16099 2.09005 1.31467
*
```

DFT total energy	-9740.186	eV
M	95.06	g/mol
relative energy (zero: lowest compared OMol25 entry of this formula, charge and spin)	150.1	kcal/mol
frontier orbital gap	7.727	eV


[5]
Molecular formula: C5H9NO
Method: DFT, wB97M-V/def2-TZVPD

```
! RIJCOSX wB97M-V def2-TZVPD def2/J DEFGRID3
* xyz 0 1
C -0.07191 0.54663 1.66365
C -0.03624 0.01836 0.22334
C -1.47653 -0.50258 -0.22881
C 0.85475 0.95860 -0.65315
O 1.17102 0.12573 -1.77848
C 1.09358 -1.12153 -1.24195
N 0.65803 -1.25958 -0.06105
H -0.69640 -0.10162 2.28146
H -0.52069 1.55335 1.68626
H 0.91913 0.63124 2.12607
H -1.75245 -0.13358 -1.21691
H -1.51832 -1.61211 -0.31534
H -2.22444 -0.26213 0.52580
H 0.48307 1.92120 -1.00455
H 1.80278 1.16328 -0.10771
H 1.31062 -1.93118 -1.92811
*
```

DFT total energy	-8867.385	eV
M	99.13	g/mol
relative energy (zero: lowest compared OMol25 entry of this formula, charge and spin)	42.1	kcal/mol
frontier orbital gap	10.320	eV


[6]
Molecular formula: C6H10O
Method: DFT, wB97M-V/def2-TZVPD

```
! RIJCOSX wB97M-V def2-TZVPD def2/J DEFGRID3
* xyz 0 1
C 0.76345 -1.14909 -0.86909
C -0.35863 -0.73178 -1.45437
C -1.08912 0.55913 -1.16128
O -0.39820 1.47316 -0.34090
C -0.41346 1.15720 1.03585
C 0.25196 -0.19062 1.34986
C 1.37578 -0.46993 0.33699
H 1.20879 -2.08663 -1.20018
H -0.82164 -1.34400 -2.22859
H -2.09134 0.35454 -0.74271
H -1.24417 1.08017 -2.11366
H -1.44727 1.18468 1.41874
H 0.14204 1.97184 1.51322
H -0.48453 -0.99977 1.26706
H 0.60149 -0.19115 2.38935
H 1.85683 0.47340 0.04456
H 2.15700 -1.10805 0.76234
*
```

DFT total energy	-8430.543	eV
M	98.14	g/mol
relative energy (zero: lowest compared OMol25 entry of this formula, charge and spin)	16.1	kcal/mol
frontier orbital gap	10.313	eV


[7]
Molecular formula: C9H13AuN3O4
Method: DFT, wB97M-V/def2-TZVPD

```
! RIJCOSX wB97M-V def2-TZVPD def2/J DEFGRID3
* xyz 3 3
O -0.07883 -2.76472 -2.65126
C -0.02195 -1.62022 -2.63448
Au 0.67959 0.30619 -2.24645
O -3.84749 0.47747 -4.99642
C -3.03970 0.27627 -4.20185
C 1.88347 0.41534 -3.81472
O 2.56521 0.52573 -4.74566
C -0.03523 2.22415 -2.72246
O -0.19417 3.34218 -2.53504
C -2.38069 -0.52304 1.08803
N -1.04162 -0.34841 1.63020
C -0.91716 -0.53537 3.05985
C -0.02006 -0.07099 0.77616
N -0.38360 0.01336 -0.49916
N 1.27012 0.08955 1.14020
C 1.82739 0.13115 2.49907
C 2.30091 0.27808 0.12543
H -3.07910 -0.72364 1.90699
H -2.40989 -1.38253 0.39759
H -2.71329 0.38783 0.56319
H -0.18956 -1.30775 3.31302
H -0.70188 0.39942 3.58614
H -1.87610 -0.88297 3.43899
H -1.37344 -0.16351 -0.60373
H 2.52229 -0.72759 2.60202
H 2.39759 1.07717 2.55960
H 1.08843 0.11039 3.29726
H 2.39354 -0.58055 -0.56181
H 2.13997 1.19424 -0.46986
H 3.23525 0.38278 0.69917
*
```

DFT total energy	-25860.333	eV
M	424.19	g/mol
relative energy (zero: lowest compared OMol25 entry of this formula, charge and spin)	0.0	kcal/mol
⟨S²⟩	2.035
frontier orbital gap (alpha / beta)	9.813 / 5.883	eV